Record 1
# CH3FNO2S

A 2-piece molecular cluster, CH3FNO2S overall (ωB97M-V/def2-TZVPD, the OMol25 dataset).

Geometry as ORCA input:
```
! RIJCOSX wB97M-V def2-TZVPD def2/J DEFGRID3
* xyz -1 1
C 1.242 -0.875 -0.009
N 0.890 0.370 -0.022
O -1.381 1.378 0.482
O 2.266 -1.402 -0.426
F -2.532 -0.783 -0.140
S -2.420 0.842 -0.565
H 0.571 -1.300 0.698
H -0.035 0.601 0.327
H 1.399 1.170 -0.345
*
```

Output
Molecular weight ... 112.11 g mol⁻¹
LUMO level ... 4.040 eV
HOMO ... -2.736 eV
Gap between HOMO and LUMO ... 6.78 eV
Relative energy (zero: lowest compared OMol25 entry of this formula, charge and spin) ... 0.446 eV

natural (NBO) atomic charge list, values in e, 6 entries: 0.512 -0.798 -1.035 -0.693 -0.572 0.686

Record 2
# C3H2Br2N2S

A 2-piece molecular cluster, C3H2Br2N2S overall (ωB97M-V/def2-TZVPD, the OMol25 dataset).

Geometry as ORCA input:
```
! RIJCOSX wB97M-V def2-TZVPD def2/J DEFGRID3
* xyz 0 1
Br -2.670 -2.643 -0.016
N -1.357 -1.377 -0.049
C -1.308 -0.417 -0.814
C -1.150 0.729 -1.346
S -2.196 2.076 -0.855
Br -3.585 1.204 0.550
H -0.595 1.039 -2.292
C -0.214 0.775 1.945
N 0.502 1.001 1.076
H -1.116 0.670 2.511
*
```

Output
SMILES ... BrN=C=CSBr.C#N
Molecular weight ... 257.94 g mol⁻¹
LUMO level ... -0.474 eV
HOMO ... -8.532 eV
Gap between HOMO and LUMO ... 8.06 eV
Relative energy (zero: lowest compared OMol25 entry of this formula, charge and spin) ... 1.688 eV

natural (NBO) atomic charge list, values in e, 6 entries: 0.227 -0.505 0.342 -0.516 0.226 -0.052

Record 3
# C25H30Cl2MnN16O3S

C25H30Cl2MnN16O3S as an isolated structure (ωB97M-V/def2-TZVPD, the OMol25 dataset).

Geometry as ORCA input:
```
! RIJCOSX wB97M-V def2-TZVPD def2/J DEFGRID3
* xyz 2 2
Mn -1.561 -1.248 -0.520
N -3.186 -1.610 -1.841
N -3.101 -2.912 -2.354
C -2.005 -3.671 -2.117
N -1.980 -4.894 -2.612
N -1.055 -3.054 -1.404
N 0.201 -3.615 -1.316
O 0.409 -4.771 -1.624
O 1.043 -2.867 -0.857
H -3.984 -1.565 -1.207
H -3.346 -0.960 -2.608
H -3.928 -3.323 -2.759
H -2.731 -5.234 -3.189
H -1.162 -5.464 -2.450
C 2.536 -1.193 3.364
N 1.235 -1.195 2.676
C 0.980 -1.282 1.376
N -0.324 -1.146 1.170
C -0.816 -0.949 2.425
N 0.092 -0.979 3.364
C 3.048 0.206 3.606
C 3.314 0.659 4.889
C 3.791 1.951 5.087
C 3.986 2.800 4.012
C 3.709 2.348 2.724
C 3.255 1.052 2.527
C 3.877 3.232 1.573
N 4.307 4.440 1.521
N 4.231 4.825 0.180
C 3.763 3.813 -0.458
O 3.511 2.760 0.356
C 3.447 3.669 -1.878
C 3.634 4.736 -2.753
C 3.297 4.588 -4.087
C 2.764 3.390 -4.551
C 2.585 2.325 -3.680
C 2.004 1.020 -4.167
N 0.790 0.647 -3.421
C 0.661 -0.189 -2.396
N -0.591 -0.152 -1.958
C -1.184 0.764 -2.776
N -0.379 1.268 -3.673
C 2.936 2.467 -2.346
H 3.221 -1.769 2.743
H 2.395 -1.724 4.301
H 1.733 -1.470 0.631
H -1.857 -0.783 2.630
H 3.154 0.006 5.739
H 4.005 2.296 6.090
H 4.348 3.810 4.154
H 3.064 0.710 1.516
H 4.038 5.666 -2.377
H 3.441 5.413 -4.772
H 2.487 3.290 -5.594
H 2.706 0.194 -4.057
H 1.719 1.091 -5.213
H 1.450 -0.820 -2.022
H -2.217 1.061 -2.692
H 2.810 1.641 -1.654
N -2.517 1.528 0.671
C -2.219 0.513 0.215
H -2.836 2.400 1.047
C -3.281 -3.234 4.866
N -2.971 -3.197 3.440
C -3.776 -2.717 2.502
N -4.945 -2.196 2.879
S -3.345 -2.801 0.837
H -2.424 -3.638 5.394
H -4.142 -3.874 5.066
H -3.469 -2.229 5.247
H -2.130 -3.641 3.108
H -5.282 -2.259 3.825
H -5.581 -1.885 2.166
Cl -5.080 1.104 -1.683
C -5.193 1.727 -3.352
Cl -4.510 0.570 -4.500
H -4.630 2.649 -3.409
H -6.239 1.878 -3.584
*
```

Output
Molecular weight ... 760.53 g mol⁻¹
LUMO level (spin up / spin down) ... -5.108 / -5.113 eV
⟨S²⟩ ... 0.80
HOMO (spin up / spin down) ... -12.522 / -12.522 eV
Gap between HOMO and LUMO (spin up / spin down) ... 7.41 / 7.41 eV
Relative energy (zero: lowest compared OMol25 entry of this formula, charge and spin) ... 0.251 eV

Löwdin atomic charge list, values in e, 6 entries: 0.373 -0.038 0.034 -0.390 0.242 0.059

Record 4
# C6H12ClIN2

A 2-piece molecular cluster, C6H12ClIN2 overall (ωB97M-V/def2-TZVPD, the OMol25 dataset).

Geometry as ORCA input:
```
! RIJCOSX wB97M-V def2-TZVPD def2/J DEFGRID3
* xyz 0 1
C -0.336 1.489 -1.030
C 1.085 1.436 -0.415
C -0.142 -0.347 0.289
C -2.339 0.239 -0.315
C 2.355 -0.505 0.508
C -0.436 -1.558 1.134
N -1.011 0.615 -0.089
N 1.103 0.015 0.000
Cl -0.359 -1.987 -1.742
I -0.653 -0.762 3.192
H -0.563 2.512 -1.160
H -0.494 0.955 -2.110
H 1.953 1.610 -1.174
H 1.191 2.032 0.412
H -2.502 -0.832 -0.699
H -3.116 0.402 0.564
H -2.626 0.890 -1.050
H 3.107 -0.046 -0.052
H 2.584 -0.205 1.466
H 2.220 -1.577 0.591
H 0.327 -2.260 0.994
H -1.347 -2.116 0.686
*
```

Output
Molecular weight ... 274.53 g mol⁻¹
LUMO level ... -0.276 eV
HOMO ... -8.302 eV
Gap between HOMO and LUMO ... 8.03 eV
Relative energy (zero: lowest compared OMol25 entry of this formula, charge and spin) ... 0.000 eV

natural (NBO) atomic charge list, values in e, 6 entries: -0.229 -0.209 0.656 -0.429 -0.399 -0.583

Record 5
# C6H6N2O2S

C6H6N2O2S as an isolated structure (ωB97M-V/def2-TZVPD, the OMol25 dataset).

Geometry as ORCA input:
```
! RIJCOSX wB97M-V def2-TZVPD def2/J DEFGRID3
* xyz 0 3
C -2.709 0.728 -1.253
C -1.360 0.875 -1.329
C -1.918 -0.440 0.337
C 1.596 0.457 -0.519
C 0.477 -0.005 0.034
C 1.027 -0.836 1.334
N -3.036 -0.094 -0.213
N -0.839 0.120 -0.298
O 3.437 -1.395 0.171
O 3.334 0.626 1.565
S 2.676 -0.304 0.699
H -3.473 1.158 -1.869
H -0.736 1.427 -1.998
H -1.816 -1.097 1.176
H 1.763 1.055 -1.392
H 0.744 -0.379 2.273
H 0.834 -1.897 1.284
*
```

Output
Molecular weight ... 170.19 g mol⁻¹
LUMO level (spin up / spin down) ... 0.540 / -3.380 eV
⟨S²⟩ ... 2.03
HOMO (spin up / spin down) ... -5.663 / -9.653 eV
Gap between HOMO and LUMO (spin up / spin down) ... 6.20 / 6.27 eV
Relative energy (zero: lowest compared OMol25 entry of this formula, charge and spin) ... 0.572 eV

natural (NBO) atomic charge list, values in e, 6 entries: 0.050 -0.009 0.236 -0.611 0.174 -0.662

Record 6
# C27H49Cl12NO5S

A 7-piece molecular cluster, C27H49Cl12NO5S overall (ωB97M-V/def2-TZVPD, the OMol25 dataset).

Geometry as ORCA input:
```
! RIJCOSX wB97M-V def2-TZVPD def2/J DEFGRID3
* xyz 0 1
C -2.152 0.121 8.838
C -2.695 1.542 8.146
O -3.951 1.989 8.308
O -1.684 2.281 7.354
C -1.544 1.625 6.014
C -0.797 2.775 5.060
C -1.112 2.585 3.463
C -0.059 1.624 2.653
C 1.526 1.970 2.891
C 2.578 0.982 2.108
C 2.285 0.785 0.508
C 2.377 -0.816 0.138
C 1.007 -1.455 -0.496
S 1.146 -3.264 0.104
C 0.915 -1.704 -2.137
C -0.632 -2.252 -2.171
O -0.912 -3.665 -2.469
C -1.290 -1.539 -0.849
C -2.925 -1.423 -0.689
O -3.810 -1.330 -1.685
O -3.479 -1.463 0.702
N -0.347 -1.075 0.074
H -2.791 -0.023 9.809
H -2.267 -0.727 8.040
H -1.004 0.291 9.030
H -2.645 1.530 5.596
H -0.958 0.612 6.056
H -1.311 3.804 5.379
H 0.335 2.886 5.337
H -1.213 3.591 2.869
H -2.174 2.043 3.397
H -0.314 1.756 1.495
H -0.205 0.463 2.871
H 1.795 3.085 2.656
H 1.728 1.805 4.056
H 2.606 -0.048 2.710
H 3.660 1.455 2.278
H 3.199 1.300 -0.062
H 1.323 1.325 0.116
H 3.236 -0.984 -0.670
H 2.672 -1.486 1.069
H 0.835 -3.167 1.497
H 1.203 -0.828 -2.857
H 1.643 -2.593 -2.457
H -1.089 -1.706 -3.116
H -1.769 -3.680 -3.023
H -0.613 -0.619 0.978
Cl 1.326 -6.775 0.132
C 2.825 -7.495 -0.505
C 4.056 -6.689 -0.124
Cl 4.108 -5.110 -0.946
H 2.724 -7.587 -1.591
H 2.896 -8.502 -0.085
H 4.961 -7.229 -0.420
H 4.104 -6.512 0.955
Cl -2.457 -5.057 -5.930
C -2.747 -3.374 -6.433
C -1.493 -2.715 -6.987
Cl -0.262 -2.445 -5.729
H -3.143 -2.825 -5.573
H -3.522 -3.403 -7.204
H -1.741 -1.734 -7.403
H -1.040 -3.316 -7.782
Cl 5.870 3.159 2.234
C 6.374 1.611 1.513
C 7.055 1.798 0.167
Cl 5.924 2.361 -1.088
H 5.489 0.971 1.431
H 7.067 1.144 2.218
H 7.463 0.843 -0.180
H 7.878 2.517 0.229
Cl -2.418 1.282 -6.909
C -0.838 2.075 -6.690
C 0.198 1.138 -6.091
Cl -0.169 0.723 -4.398
H -0.987 2.963 -6.066
H -0.511 2.407 -7.679
H 1.180 1.620 -6.093
H 0.274 0.206 -6.659
Cl -3.139 5.776 12.153
C -4.162 5.516 10.719
C -3.414 5.788 9.423
Cl -3.036 7.516 9.213
H -5.048 6.152 10.813
H -4.488 4.473 10.748
H -4.032 5.494 8.569
H -2.476 5.227 9.374
Cl -3.028 -1.994 -10.580
C -3.318 -0.311 -11.084
C -2.065 0.347 -11.638
Cl -0.834 0.617 -10.379
H -3.715 0.238 -10.224
H -4.094 -0.340 -11.854
H -2.313 1.329 -12.053
H -1.612 -0.254 -12.432
*
```

Output
Molecular weight ... 925.19 g mol⁻¹
LUMO level ... -1.262 eV
HOMO ... -8.149 eV
Gap between HOMO and LUMO ... 6.89 eV

Löwdin atomic charge list, values in e, 6 entries: -0.017 -0.294 -0.026 -0.154 -0.162 -0.163

Record 7
# C32H56F3N5O5

A 5-piece molecular cluster, C32H56F3N5O5 overall (ωB97M-V/def2-TZVPD, the OMol25 dataset).

Geometry as ORCA input:
```
! RIJCOSX wB97M-V def2-TZVPD def2/J DEFGRID3
* xyz 0 1
C 6.229 -0.107 -0.398
C 5.116 0.313 -0.558
C 3.734 0.626 -0.875
C 3.497 1.967 -1.341
C 4.682 2.908 -1.389
C 5.008 3.331 0.054
O 5.483 4.398 0.319
C 2.218 2.325 -1.702
C 1.935 3.728 -2.222
C 1.500 4.660 -1.051
N 0.083 4.553 -0.680
C 1.134 1.381 -1.593
N -0.112 1.802 -1.973
C -1.038 0.896 -1.794
N -2.397 1.245 -2.116
C -2.959 2.100 -1.002
C -4.100 1.390 -0.233
C -5.353 2.290 -0.215
C -0.803 -0.426 -1.279
C -1.967 -1.401 -1.105
N -1.536 -2.787 -1.053
C -1.615 -3.347 0.304
N 0.397 -0.821 -0.963
C 1.401 0.096 -1.110
C 2.729 -0.302 -0.737
C 2.900 -1.710 -0.225
F 2.498 -2.597 -1.156
F 2.132 -1.927 0.856
F 4.130 -2.053 0.114
H 7.186 -0.566 -0.293
H 4.463 3.830 -1.916
H 5.537 2.419 -1.857
H 4.741 2.618 0.858
H 2.772 4.121 -2.792
H 1.094 3.663 -2.916
H 2.065 4.355 -0.166
H 1.695 5.711 -1.270
H -0.014 3.736 -0.094
H -0.476 4.378 -1.505
H -2.288 1.890 -2.894
H -3.264 3.073 -1.390
H -2.164 2.308 -0.278
H -4.306 0.452 -0.750
H -3.768 1.148 0.780
H -5.083 3.234 0.262
H -6.182 1.789 0.280
H -5.590 2.503 -1.259
H -2.508 -1.093 -0.209
H -2.613 -1.241 -1.972
H -0.605 -2.888 -1.430
H -2.567 -3.093 0.764
H -1.548 -4.434 0.244
H -0.791 -2.956 0.920
C -7.695 -2.199 -2.798
C -6.493 -1.815 -1.949
C -6.033 -2.969 -1.073
O -6.815 -0.689 -1.130
H -8.541 -2.474 -2.162
H -8.013 -1.357 -3.415
H -7.465 -3.042 -3.451
H -5.674 -1.500 -2.597
H -6.826 -3.268 -0.380
H -5.175 -2.674 -0.469
H -5.753 -3.837 -1.672
H -7.537 -0.944 -0.547
C 1.158 4.076 4.047
C -0.119 4.351 3.267
C -1.356 4.074 4.108
O -0.147 3.552 2.085
H 1.204 3.025 4.349
H 2.034 4.275 3.429
H 1.216 4.696 4.943
H -0.127 5.389 2.934
H -1.386 3.024 4.411
H -2.261 4.272 3.532
H -1.371 4.694 5.006
H -0.141 2.626 2.353
C 9.269 -3.507 -0.811
C 9.600 -2.437 -1.841
C 10.696 -2.901 -2.789
O 10.001 -1.233 -1.185
H 10.146 -3.734 -0.199
H 8.485 -3.162 -0.136
H 8.934 -4.428 -1.290
H 8.704 -2.190 -2.412
H 11.616 -3.109 -2.237
H 10.924 -2.123 -3.518
H 10.401 -3.805 -3.324
H 10.793 -1.425 -0.673
C -3.572 -3.417 3.964
C -4.777 -3.373 3.036
C -6.021 -3.927 3.713
O -4.500 -4.109 1.844
H -3.347 -4.448 4.251
H -2.688 -3.020 3.464
H -3.749 -2.837 4.871
H -4.959 -2.343 2.723
H -5.871 -4.973 3.992
H -6.873 -3.891 3.034
H -6.268 -3.361 4.612
H -4.335 -5.024 2.093
*
```

Output
SMILES ... C#Cc1c(CC=O)c(CCN)c2nc(NCCC)c(CNC)nc2c1C(F)(F)F.CC(C)O.CC(C)O.CC(C)O.CC(C)O
Molecular weight ... 647.82 g mol⁻¹
LUMO level ... -0.492 eV
HOMO ... -8.388 eV
Gap between HOMO and LUMO ... 7.90 eV
Relative energy (zero: lowest compared OMol25 entry of this formula, charge and spin) ... 0.000 eV

Löwdin atomic charge list, values in e, 6 entries: 0.176 -0.084 -0.108 -0.128 -0.080 -0.242

Record 8
# C4H8O3S

C4H8O3S in the gas phase (ωB97M-V/def2-TZVPD, the OMol25 dataset).

Geometry as ORCA input:
```
! RIJCOSX wB97M-V def2-TZVPD def2/J DEFGRID3
* xyz 0 1
C -1.179 -1.029 1.336
C -0.859 0.241 1.995
C -0.678 -0.418 -0.035
C 1.617 -0.128 -1.898
O 1.718 0.032 0.864
O 0.582 1.777 -0.504
O -1.571 0.233 -0.927
S 0.924 0.404 -0.265
H -0.577 -1.824 1.627
H -2.198 -1.271 1.187
H -1.550 0.980 1.729
H -0.103 0.466 2.691
H 1.678 -1.259 -1.978
H 0.922 0.310 -2.684
H 2.532 0.304 -2.112
H -1.258 1.182 -1.025
*
```

Output
Molecular weight ... 136.17 g mol⁻¹
LUMO level ... 0.168 eV
HOMO ... -8.290 eV
Gap between HOMO and LUMO ... 8.46 eV
Relative energy (zero: lowest compared OMol25 entry of this formula, charge and spin) ... 4.571 eV

natural (NBO) atomic charge list, values in e, 6 entries: -0.453 -0.298 -0.020 -0.840 -0.943 -0.981